# 1
{
  "formula": "C44H69Br3F3N8O12P4S",
  "method": "the ωB97M-V functional and the def2-TZVPD basis",
  "symbols": ["Br", "Br", "Br", "S", "P", "P", "P", "P", "F", "F", "F", "O", "O", "O", "O", "O", "O", "O", "O", "O", "O", "O", "O", "N", "N", "N", "N", "N", "N", "N", "N", "C", "C", "C", "C", "C", "C", "C", "C", "C", "C", "C", "C", "C", "C", "C", "C", "C", "C", "C", "C", "C", "C", "C", "C", "C", "C", "C", "C", "C", "C", "C", "C", "C", "C", "C", "C", "C", "C", "C", "C", "C", "C", "C", "C", "H", "H", "H", "H", "H", "H", "H", "H", "H", "H", "H", "H", "H", "H", "H", "H", "H", "H", "H", "H", "H", "H", "H", "H", "H", "H", "H", "H", "H", "H", "H", "H", "H", "H", "H", "H", "H", "H", "H", "H", "H", "H", "H", "H", "H", "H", "H", "H", "H", "H", "H", "H", "H", "H", "H", "H", "H", "H", "H", "H", "H", "H", "H", "H", "H", "H", "H", "H", "H"],
  "coordinates": [[2.0342, 2.6248, -1.1390], [0.4683, 3.9927, 5.7510], [3.2689, 5.9673, 3.6351], [1.2464, -1.4847, -6.1509], [0.8569, -2.9186, 1.2172], [3.1212, 1.5313, 1.2920], [4.0130, 0.7267, 3.1611], [-1.8789, 0.2765, -0.4305], [0.7903, 6.6711, 2.4270], [-0.7942, 4.6491, 3.2072], [0.8472, 6.8850, 4.8039], [2.8823, -0.3413, 3.9734], [4.6347, 1.8468, 4.0862], [1.4894, -0.0281, -6.7084], [-0.6742, 3.5959, -1.3457], [1.6920, -2.6113, -7.3513], [-0.3036, -1.6026, -5.9575], [-0.8157, 6.9421, -2.8066], [0.8827, -0.2215, 1.6438], [-2.0435, 0.4964, 1.3272], [5.3757, -0.3123, 2.6910], [0.1354, -4.0997, -4.2826], [0.2587, -3.1393, -2.0515], [-4.5403, 7.6996, -6.9190], [-5.7184, 0.2828, 2.5927], [-0.1511, 0.5927, -0.9281], [5.9881, 0.5085, -1.5584], [-6.2178, -1.7892, -1.4241], [4.1162, -10.0148, 6.9848], [-0.6737, -3.0150, 1.8293], [0.8286, -5.3268, 4.1908], [1.6639, -4.6770, 5.0617], [3.6739, -10.0235, 9.1632], [0.5673, -0.7759, -0.9058], [-4.2570, 6.3586, -6.9038], [-5.6598, -2.5609, -3.4326], [4.8790, -11.0094, 7.5394], [-2.8850, 7.4100, -5.4639], [-1.3553, 5.5642, -2.7647], [6.0999, 1.2997, -3.6327], [-6.0006, -1.7165, 3.5224], [0.5784, 4.4798, 3.8145], [2.2207, -1.5986, -4.5542], [2.4839, -5.6164, 5.6460], [-0.4446, -1.9219, -1.5226], [1.0532, 7.7237, -1.1867], [6.8038, 1.6092, -1.5186], [-3.2342, 6.1500, -6.0059], [-7.2732, -1.1342, 3.3110], [1.4996, -0.5170, -3.5014], [6.8939, 2.1186, -2.7947], [-3.7049, 8.3494, -6.0481], [1.1119, -6.6678, 4.2060], [1.1992, 1.2020, 1.2852], [3.3823, -9.4045, 7.9683], [0.5123, 1.6832, -0.1287], [-1.3209, 4.9123, -1.2308], [-7.0392, -2.8004, -3.2252], [0.6629, 6.9318, -2.5899], [0.6570, 2.0449, 2.6245], [2.1347, -6.8764, 5.1039], [-2.1465, -4.0149, -3.1120], [-5.0589, -0.8214, 3.0663], [-7.0694, 0.0989, 2.7330], [1.2705, 5.9978, 3.6911], [1.8911, -0.7991, -1.9366], [-7.3562, -2.3171, -1.9754], [-3.0777, 1.4993, -1.3609], [1.5154, 3.4099, 2.9326], [-5.1770, -1.9381, -2.3035], [4.6216, -11.0391, 8.8917], [5.5499, 0.3151, -2.8427], [1.2248, -1.1386, 0.5544], [-0.4443, 3.0491, 0.0336], [-0.5212, -3.7431, -3.1459], [-3.7664, 9.4215, -5.9179], [1.9920, 0.5335, -3.7818], [3.7702, 0.7237, 0.2635], [-0.7207, 5.6520, -0.5301], [0.3561, -0.4009, -3.7201], [2.4421, -1.8602, -1.9219], [3.3029, -1.1658, -4.7811], [-4.1540, 1.0407, -1.2186], [1.6025, -3.6049, 5.1920], [0.5620, -7.3571, 3.5793], [4.8871, -0.5051, -3.0841], [2.7722, -0.0994, -1.5277], [5.0687, -11.7185, 9.6059], [2.4165, 3.1445, 3.6403], [-1.1227, -2.0701, 1.6493], [1.0018, 5.8059, -2.5109], [7.4685, 2.9870, -3.0900], [0.0436, 8.0821, -0.6901], [-2.4398, 4.8442, -0.8701], [0.8681, -2.6862, -7.9514], [-2.1173, 7.6106, -4.7278], [3.2515, -5.4158, 6.3820], [-5.0808, -2.8159, -4.3108], [0.1656, 3.9254, 0.5696], [5.7466, -0.0700, -0.7643], [-8.2347, -1.5678, 3.5536], [-2.4812, 5.6320, -3.1525], [1.2520, 7.4900, -3.4481], [-7.7269, -3.2754, -3.9128], [-4.8069, 5.6693, -7.5306], [-2.5013, -4.6904, -2.2166], [-5.7935, -2.6849, 3.9590], [1.5124, 6.9269, -0.4390], [1.8303, 4.0188, 1.9705], [4.0986, -9.7691, 6.0035], [1.1544, -3.9534, 0.2522], [2.7159, -8.5852, 7.7341], [-2.7720, 1.6092, -2.4882], [-3.9788, -0.8748, 3.0398], [0.9114, 1.3135, 3.5355], [-3.0995, 2.5491, -0.7973], [5.5368, -11.6102, 6.9257], [3.2508, -9.7702, 10.1266], [-2.6588, -2.9443, -3.0119], [-1.1809, -2.4124, -0.7204], [-1.4072, 2.8974, 0.6517], [2.4185, -1.1247, 0.4805], [1.7118, -3.1178, 2.3749], [-2.7872, 5.1935, -5.7674], [3.3800, -1.1579, 4.3315], [2.5817, -7.8328, 5.3424], [-2.4589, -4.4203, -4.1686], [-5.2774, 1.1044, 2.2002], [7.2504, 1.9340, -0.5884], [2.3154, -2.6729, -4.0998], [5.9453, 1.4161, -4.6976], [-5.2536, 8.1406, -7.4850], [-0.2485, 0.9663, -1.9210], [-0.5055, 2.1671, 2.6555], [-0.7864, 4.8620, -3.5306], [-7.7682, 0.8596, 2.4117], [1.7748, 8.6327, -1.3379], [-3.0247, 0.5434, 1.5693], [-4.1849, -1.5879, -2.0517], [-1.0391, -1.5306, -2.4824], [5.1079, -1.2784, 2.7449], [0.1153, -4.8857, 3.6248], [-6.1553, -1.3580, -0.5110], [-8.2922, -2.3022, -1.4333]],
  "forces_ev_per_angstrom": [[-0.9, -1.0, -0.5], [-0.1, 0.3, -1.9], [-1.9, 0.1, 0.2], [-5.3, 5.3, -3.5], [-3.4, 0.5, 2.2], [0.3, 0.5, -0.5], [3.1, -0.4, 4.4], [-4.1, -1.4, 1.3], [1.3, -2.1, 3.6], [3.3, -0.7, 1.5], [1.1, -2.7, -3.5], [3.1, 0.0, -1.1], [-2.8, -3.7, -3.7], [0.4, -5.6, 2.3], [-0.8, -0.2, 2.7], [-1.4, 1.3, 1.6], [5.4, -0.7, 0.1], [1.3, -2.2, 0.3], [-0.3, 0.7, -2.6], [-0.6, 0.8, -2.4], [-3.3, 0.2, 0.7], [-3.8, 2.4, 8.0], [-1.7, 0.5, -1.9], [0.1, -0.1, 0.0], [0.1, 0.1, -0.3], [0.9, 1.2, 0.5], [-0.2, 0.0, 0.2], [0.0, 0.1, 0.1], [0.0, 0.0, 0.0], [1.7, 1.4, -1.7], [0.1, -0.1, -0.2], [0.1, 0.0, 0.0], [-0.2, 0.3, -0.2], [2.6, -2.6, -1.6], [-0.1, -0.1, 0.0], [0.4, 0.1, 0.1], [0.1, -0.1, 0.1], [0.0, 0.5, 0.1], [-0.7, 0.0, -0.4], [-0.3, -0.3, -0.1], [0.5, 0.0, -0.1], [-0.1, 1.0, -1.5], [1.3, 0.2, 1.3], [0.1, 0.4, 0.0], [-2.0, -1.3, -0.2], [-0.8, -0.9, 0.4], [0.1, 0.1, 0.0], [-0.3, -0.2, -0.2], [-0.1, 0.4, -0.2], [1.0, 1.5, -0.7], [0.1, 0.1, 0.4], [0.0, 0.0, 0.1], [0.0, 0.0, 0.0], [-0.6, -0.8, 1.8], [-0.1, 0.0, 0.1], [1.0, 3.3, 1.2], [-0.5, 1.5, -1.2], [-0.3, 0.0, 0.3], [0.8, 0.4, 0.7], [0.6, -0.9, 1.0], [-0.2, -0.2, -0.3], [0.4, 1.4, 0.1], [0.1, -0.3, 0.1], [-0.3, 0.0, 0.0], [-1.6, 2.3, 0.0], [0.9, -0.5, -0.3], [0.0, 0.0, -0.1], [0.1, 1.5, 1.2], [-1.4, 0.7, 0.6], [0.0, 0.0, -0.1], [0.2, -0.2, -0.3], [-0.1, 0.0, -0.2], [1.8, 0.3, 0.2], [0.7, 1.2, -0.4], [2.8, -2.3, -6.1], [0.0, -0.2, 0.0], [-1.3, -2.2, 0.5], [-0.7, 0.0, 1.0], [-1.1, -1.7, -1.3], [2.1, -0.5, 0.4], [-1.8, 2.0, 0.4], [-2.4, -1.0, 0.1], [2.3, 0.5, -0.5], [-0.1, -0.2, 0.1], [0.1, 0.1, 0.2], [0.2, 0.1, 0.0], [-2.3, -1.1, -1.1], [-0.1, 0.1, -0.1], [-1.6, 0.7, -1.7], [0.5, -1.4, 0.5], [-0.5, 2.3, -0.3], [-0.1, -0.2, 0.1], [2.1, -0.5, -1.1], [2.2, -0.1, -0.4], [1.4, 0.3, 1.4], [-0.1, 0.0, -0.1], [-0.1, 0.0, -0.1], [-0.1, 0.0, 0.1], [-1.1, -2.4, -0.8], [0.3, 0.2, -0.3], [0.2, 0.1, 0.0], [2.5, 0.0, 1.0], [-1.6, -1.4, 1.4], [0.1, 0.1, 0.1], [0.1, 0.1, 0.1], [0.9, 1.4, -1.8], [0.0, 0.2, -0.1], [-0.7, 1.8, -1.5], [-0.5, -1.4, 2.0], [0.0, -0.1, 0.4], [0.4, 0.9, 0.4], [0.1, -0.1, 0.1], [-0.7, -0.2, 2.2], [-0.1, -0.1, 0.1], [-0.6, 1.4, -2.1], [0.1, -2.1, -1.6], [-0.1, 0.1, 0.1], [0.1, 0.0, -0.2], [1.0, -2.4, -0.1], [1.5, 1.7, -1.6], [1.4, 0.0, -1.2], [-2.4, 0.2, -0.3], [0.3, 0.2, -1.3], [-0.1, 0.1, -0.1], [-1.0, 1.9, -0.5], [-0.1, 0.2, 0.0], [0.9, 0.6, 2.3], [-0.3, -0.2, 0.3], [0.0, -0.1, -0.2], [-0.6, 1.9, -1.2], [0.0, 0.0, 0.2], [0.3, -0.2, 0.2], [0.3, -0.6, 1.0], [2.3, -0.1, -0.4], [-0.9, 1.3, 1.7], [0.1, -0.1, 0.1], [-1.4, -1.9, 0.3], [1.7, -0.1, -0.7], [-0.1, 0.0, 0.0], [1.2, -0.3, 2.5], [0.4, 1.6, -0.2], [0.0, 0.0, 0.2], [-0.1, -0.3, -0.2], [0.2, 0.0, -0.1]],
  "charge": 1,
  "energy_ha": -12843.289157,
  "homo_lumo_gap_ev": 5.49,
  "homo_ev": -9.258
}

# 2
{
  "formula": "C3H7NO2",
  "method": "the ωB97M-V functional and the def2-TZVPD basis",
  "symbols": ["O", "O", "N", "C", "C", "C", "H", "H", "H", "H", "H", "H", "H"],
  "coordinates": [[-1.3659, -1.3463, 0.3255], [-2.3378, 0.4507, 1.2755], [-0.4421, 0.7423, 0.1222], [-1.3756, -0.1572, 0.5332], [0.5540, 0.3093, -0.8547], [1.6794, -0.4481, -0.1866], [0.9611, 1.2093, -1.3143], [-0.7354, 1.7016, 0.2100], [2.2502, 0.2138, 0.4642], [-2.9395, -0.2448, 1.5606], [2.3811, -0.8534, -0.9183], [1.3039, -1.2809, 0.4018], [0.0667, -0.2961, -1.6190]],
  "forces_ev_per_angstrom": [[0.0, -0.1, -0.2], [0.0, 0.2, -0.1], [-0.6, -0.3, 0.0], [0.1, 0.2, 0.3], [0.0, 0.3, 0.2], [0.4, -0.2, 0.0], [-0.1, 0.0, -0.2], [0.3, 0.0, -0.1], [-0.1, 0.0, 0.1], [-0.1, -0.1, 0.0], [-0.1, 0.0, -0.1], [-0.1, 0.0, 0.0], [0.0, 0.0, 0.0]],
  "energy_ha": -323.780868,
  "smiles": "CCNC(=O)O",
  "homo_lumo_gap_ev": 10.86,
  "homo_ev": -10.037
}

# 3
{
  "formula": "C20H26N2O4S",
  "method": "the ωB97M-V functional and the def2-TZVPD basis",
  "symbols": ["S", "O", "O", "O", "O", "N", "N", "C", "C", "C", "C", "C", "C", "C", "C", "C", "C", "C", "C", "C", "C", "C", "C", "C", "C", "C", "C", "H", "H", "H", "H", "H", "H", "H", "H", "H", "H", "H", "H", "H", "H", "H", "H", "H", "H", "H", "H", "H", "H", "H", "H", "H", "H"],
  "coordinates": [[-1.3892, 2.3396, 2.2032], [3.1899, -0.0387, 1.7965], [-1.5496, 3.6767, 2.6887], [-0.2049, 3.9885, 0.1369], [-1.5873, 1.2636, 3.1296], [-1.2368, -1.0280, -1.4493], [-2.4745, 2.1991, 0.9563], [-2.0767, -1.3539, -0.3139], [0.0293, -3.0881, -1.5643], [2.7804, 1.8533, 0.4762], [2.7649, -0.9695, 2.7676], [2.3317, 0.9511, 1.4421], [-2.5266, 1.0837, 0.0273], [-1.7726, 0.1104, -2.1602], [-1.7079, 1.3316, -1.2451], [2.0269, -3.3383, -0.2444], [-0.9451, -2.1837, -2.2740], [1.0544, 1.1244, 1.9663], [-2.0424, -0.2035, 0.6860], [0.2592, 2.1545, 1.5097], [-0.1211, -4.4670, -1.5726], [1.8717, -4.7152, -0.2596], [1.1115, -2.5306, -0.8926], [0.7964, -5.2773, -0.9248], [0.2398, 5.0168, -0.7193], [0.6922, 3.0500, 0.5389], [1.9819, 2.8890, 0.0322], [-2.8172, -0.0566, -2.4854], [-0.6022, 5.6994, -0.8180], [1.0908, 5.5541, -0.2920], [2.5866, -5.3479, 0.2457], [2.3693, 3.5623, -0.7155], [-0.9605, -4.9112, -2.0894], [-2.5653, 3.1007, 0.5146], [-0.6657, 1.5012, -0.9744], [-1.6842, -2.2583, 0.1556], [0.6688, -6.3499, -0.9383], [-3.1186, -1.5522, -0.6291], [3.5987, -1.6579, 2.8970], [-3.5832, 0.9599, -0.2576], [-2.0844, 2.2135, -1.7677], [-1.8551, -2.7455, -2.5509], [0.5096, 4.6268, -1.7067], [2.5471, -0.4810, 3.7216], [1.8827, -1.5229, 2.4317], [-2.6521, -0.4260, 1.5600], [2.8674, -2.8939, 0.2682], [-0.4799, -1.8291, -3.2004], [3.7740, 1.7238, 0.0775], [0.6378, 0.4886, 2.7302], [-1.1643, 0.2880, -3.0510], [-1.0149, -0.0680, 1.0169], [1.2193, -1.4564, -0.8800]],
  "forces_ev_per_angstrom": [[-0.4, 0.2, 0.1], [0.2, 0.1, -0.2], [0.1, 0.1, -0.3], [0.1, -0.1, 0.1], [0.2, -0.2, -0.3], [-0.1, -0.1, -0.2], [0.4, 0.3, 0.7], [0.1, 0.2, 0.3], [0.0, -0.1, 0.0], [0.0, -0.3, 0.2], [0.0, -0.1, 0.1], [-0.2, 0.3, -0.1], [0.2, -0.5, -0.3], [0.1, 0.3, 0.0], [-0.3, -0.1, 0.0], [0.1, 0.0, 0.0], [0.0, 0.1, 0.0], [0.3, -0.3, 0.1], [-0.4, -0.2, -0.2], [-0.7, 0.4, 0.1], [0.0, 0.1, 0.0], [0.0, -0.1, 0.0], [0.0, 0.0, 0.0], [0.0, -0.1, 0.0], [0.0, 0.1, -0.2], [0.1, 0.0, 0.0], [-0.3, 0.1, 0.0], [0.0, 0.0, 0.0], [0.1, 0.0, 0.0], [0.0, 0.0, 0.0], [0.1, -0.1, 0.0], [0.0, 0.1, -0.1], [-0.1, 0.0, 0.0], [0.0, 0.2, 0.0], [0.0, 0.0, 0.0], [-0.1, 0.0, 0.0], [0.0, -0.1, 0.0], [0.0, -0.1, 0.0], [-0.1, 0.0, 0.0], [0.2, 0.0, 0.1], [0.0, 0.1, 0.0], [0.1, 0.0, 0.0], [0.0, 0.0, 0.0], [0.0, 0.0, 0.0], [0.0, 0.0, 0.0], [0.0, 0.0, 0.0], [0.1, 0.1, 0.0], [-0.1, 0.0, 0.0], [0.1, 0.0, -0.1], [0.0, -0.2, 0.1], [-0.1, 0.0, 0.0], [0.0, -0.2, 0.0], [0.0, 0.1, 0.0]],
  "energy_ha": -1586.337800,
  "smiles": "COc1ccc(OC)c(S(=O)(=O)NC2CCN(Cc3ccccc3)CC2)c1",
  "homo_lumo_gap_ev": 9.00,
  "homo_ev": -8.416
}

# 4
{
  "formula": "C5H10N2S",
  "method": "the ωB97M-V functional and the def2-TZVPD basis",
  "symbols": ["S", "N", "N", "C", "C", "C", "C", "C", "H", "H", "H", "H", "H", "H", "H", "H", "H", "H"],
  "coordinates": [[2.9849, -0.4594, 0.1013], [-2.0713, -1.1511, -0.0240], [0.2678, -1.0043, 0.0602], [-0.4037, 1.4031, 0.5128], [0.3546, 1.7866, -0.8396], [1.6012, -1.5416, -0.1368], [0.0456, 0.0215, 0.9908], [-0.9280, -1.6570, -0.3025], [1.6364, -2.4469, -0.6835], [0.0086, 1.1161, -1.6827], [-0.7025, -0.3624, 1.8588], [1.0750, 0.2898, 1.4571], [1.5584, 1.9042, -0.7086], [-0.2306, 2.7548, -1.1085], [-0.4579, -2.6089, -0.6600], [-2.8465, -1.6897, -0.3116], [-1.4307, 1.4914, 0.1822], [-0.4613, 2.1539, 1.2945]],
  "forces_ev_per_angstrom": [[-2.8, -3.2, -0.4], [2.5, -0.1, -0.3], [1.3, -1.1, 0.0], [-0.1, -0.4, -2.6], [-0.1, 1.8, 0.8], [-0.3, 5.6, 0.5], [0.6, 2.4, 4.6], [1.4, -0.8, 0.3], [0.1, -1.0, -0.3], [0.9, 0.3, 1.1], [1.8, 0.7, -2.0], [-1.7, -0.9, -0.5], [-3.2, -0.2, -0.7], [1.8, -1.0, 0.2], [-2.1, -0.1, -0.6], [-0.8, -1.0, -0.4], [-0.6, -0.9, 0.0], [1.2, 0.0, 0.3]],
  "energy_ha": -704.111296,
  "smiles": "[H]/N=C/N(C=S)CCC",
  "homo_lumo_gap_ev": 8.14,
  "homo_ev": -8.766
}